{
  "formula": "C44H44ClF3N6O4PS3Sn",
  "method": "wB97M-V/def2-TZVPD",
  "relative_energy_ev": 0.8112,
  "max_force_ev_per_a": 4.10,
  "charge": 1,
  "orbital_gap_ha": 0.2459,
  "symbols": ["Sn", "Cl", "C", "C", "C", "C", "C", "C", "P", "C", "C", "C", "C", "C", "C", "C", "C", "C", "C", "C", "C", "H", "H", "H", "H", "H", "H", "H", "H", "H", "H", "H", "H", "H", "H", "C", "C", "C", "C", "O", "H", "H", "H", "H", "H", "H", "H", "H", "H", "C", "C", "C", "C", "C", "C", "C", "O", "C", "C", "C", "H", "H", "H", "H", "H", "H", "H", "H", "H", "H", "H", "H", "N", "C", "N", "N", "C", "N", "H", "H", "H", "H", "S", "C", "S", "C", "N", "N", "C", "C", "C", "C", "C", "C", "S", "H", "H", "H", "H", "H", "F", "C", "F", "F", "C", "O", "O"],
  "positions_angstrom": [[1.309, -0.472, -1.462], [-1.743, 1.705, 0.465], [-2.465, 1.040, -0.985], [-3.194, 1.864, -1.816], [-3.889, 1.421, -2.922], [-3.718, 0.108, -3.336], [-2.942, -0.713, -2.573], [-2.268, -0.276, -1.400], [-0.968, -1.343, -0.677], [-1.191, -2.944, -1.451], [-0.771, -3.338, -2.709], [-1.215, -4.558, -3.217], [-2.072, -5.432, -2.501], [-2.534, -4.974, -1.284], [-2.043, -3.775, -0.749], [-1.101, -1.519, 1.124], [0.054, -1.560, 1.881], [0.004, -1.361, 3.221], [-1.262, -1.132, 3.841], [-2.457, -1.086, 3.111], [-2.371, -1.403, 1.700], [-3.248, 2.950, -1.492], [-4.376, 2.096, -3.629], [-4.106, -0.224, -4.245], [-2.817, -1.719, -2.902], [-0.213, -2.622, -3.325], [-0.950, -4.961, -4.176], [-2.329, -6.389, -2.872], [-3.174, -5.540, -0.646], [-2.396, -3.516, 0.257], [1.066, -1.587, 1.473], [0.898, -1.360, 3.834], [-1.247, -1.226, 4.925], [-3.400, -1.185, 3.653], [-3.259, -1.561, 1.081], [2.968, 1.729, 1.810], [3.131, 0.807, 0.582], [3.788, -0.468, 1.071], [4.125, 1.477, -0.391], [1.772, 0.602, 0.136], [3.927, 2.131, 2.223], [2.560, 1.104, 2.632], [2.310, 2.541, 1.486], [4.535, -0.225, 1.858], [4.197, -1.078, 0.241], [3.060, -1.090, 1.545], [5.030, 1.757, 0.193], [3.621, 2.283, -0.880], [4.542, 0.852, -1.109], [-2.316, 7.135, -3.425], [-1.728, 5.856, -2.958], [-1.239, 5.703, -1.634], [-0.525, 4.595, -1.283], [-0.043, 4.611, 0.135], [-0.409, 3.514, -2.181], [0.308, 2.376, -1.685], [0.176, 1.222, -2.154], [-0.912, 3.630, -3.548], [-0.774, 2.529, -4.489], [-1.519, 4.848, -3.867], [-3.208, 7.259, -2.854], [-2.721, 7.233, -4.427], [-1.684, 8.004, -3.228], [-1.336, 6.502, -0.855], [-0.281, 5.435, 0.814], [1.088, 4.480, 0.148], [-0.455, 3.788, 0.754], [0.982, 2.399, -0.853], [-1.511, 1.742, -4.403], [0.146, 2.040, -4.166], [-0.791, 2.843, -5.563], [-1.786, 4.976, -4.905], [0.456, 1.074, 6.825], [-0.037, 1.875, 5.826], [-1.063, 2.667, 6.135], [0.553, 1.803, 4.642], [-0.112, 2.481, 3.707], [-0.731, 3.057, 2.956], [0.099, 1.190, 7.788], [1.081, 0.269, 6.682], [-1.564, 2.571, 6.995], [-1.379, 3.309, 5.404], [0.706, -7.387, 0.762], [1.225, -5.840, 0.317], [1.703, -5.462, -1.295], [1.950, -3.714, -0.834], [1.802, -3.567, 0.396], [1.298, -4.652, 1.006], [1.272, -4.387, 2.424], [0.280, -4.914, 3.132], [0.183, -4.634, 4.511], [1.192, -3.938, 5.085], [2.327, -3.526, 4.457], [2.355, -3.705, 3.053], [2.716, -2.634, -2.004], [-0.480, -5.499, 2.649], [-0.698, -5.035, 5.052], [1.146, -3.754, 6.183], [3.182, -3.002, 4.884], [3.223, -3.260, 2.545], [2.985, -0.964, -5.732], [2.208, 0.094, -5.516], [1.089, 0.056, -6.194], [2.969, 1.065, -5.981], [1.927, -0.010, -3.990], [2.621, 0.479, -3.051], [0.876, -0.660, -3.783]],
  "forces_ev_per_a": [[0.935, -0.512, -0.639], [-0.342, -0.568, -0.641], [0.288, -0.391, -0.142], [-0.919, 2.654, 1.198], [0.777, 0.061, -1.028], [0.203, 1.029, 1.284], [0.991, -0.315, 1.125], [-0.170, -0.482, -0.215], [-0.043, -0.389, -0.274], [-0.605, -0.320, 0.664], [-0.168, 0.251, -1.184], [-0.496, -1.013, 0.395], [0.864, 2.205, 0.374], [0.856, 0.406, 0.533], [-0.944, -0.737, 0.574], [-0.890, 0.278, -0.825], [1.401, 1.059, -0.291], [-1.896, 0.493, 1.510], [0.806, -0.763, -0.478], [0.864, -2.157, -1.216], [0.113, 0.848, 1.709], [-0.083, -1.383, -0.561], [-0.098, 0.104, 0.626], [-0.777, -0.591, -1.186], [0.249, -0.595, -0.097], [0.001, -0.619, 0.126], [0.547, 0.479, -0.468], [-0.290, -0.668, -0.458], [-0.438, -0.498, 0.116], [0.246, -0.039, -0.496], [-0.650, -0.223, -0.383], [-0.119, -0.085, -0.154], [-0.371, 0.675, -0.055], [0.155, 0.520, -0.370], [0.161, 0.451, 0.298], [0.181, -0.446, 0.322], [1.381, 0.515, 1.167], [0.410, -0.461, -0.191], [-0.552, 0.345, 1.678], [0.867, -0.452, -0.975], [-0.641, -0.250, -0.713], [-0.338, 0.703, -0.433], [-0.025, 0.045, 0.599], [-0.120, -0.243, -0.798], [0.148, 0.382, 0.500], [-0.629, -0.457, 0.510], [-0.850, 0.409, -0.250], [0.133, 0.958, -0.270], [0.216, -1.480, -1.568], [-0.596, 0.754, 0.375], [1.074, 0.366, 0.413], [-0.761, 1.472, -0.693], [-0.647, 0.604, 1.011], [1.818, -1.749, 1.199], [0.293, 0.057, -1.018], [-0.592, -0.562, -0.531], [-0.218, 0.315, -0.259], [-0.502, 1.175, 2.728], [0.855, -0.506, -1.284], [0.500, -1.544, -0.585], [-0.734, 0.498, 0.845], [0.604, -0.631, -0.457], [0.063, -0.185, 0.063], [-0.105, -0.663, -1.117], [-0.057, 0.529, -0.981], [-1.213, 0.179, 0.162], [0.445, 0.183, -0.686], [0.275, 0.788, 0.693], [-0.495, -0.070, 0.332], [0.105, -0.183, -0.980], [0.316, -0.124, 0.943], [-0.259, 0.191, -0.104], [-0.416, -0.121, 1.077], [1.444, -1.468, 0.204], [-0.228, 0.649, -0.671], [-0.589, 0.176, 0.296], [1.936, -1.889, 2.512], [-1.768, 1.778, -2.448], [0.433, -0.138, -1.197], [-0.590, 1.115, -0.349], [-0.118, 0.107, 0.043], [-0.066, -0.322, 0.594], [0.532, 1.607, -0.077], [-0.635, -0.714, 0.312], [0.004, 1.142, -0.401], [1.237, -2.127, -2.560], [-0.355, 1.391, 0.306], [0.520, 0.123, 1.500], [2.619, -0.087, -0.738], [-2.162, -0.409, 2.116], [-1.174, -1.176, -1.381], [-0.033, 0.326, 4.086], [0.605, 0.264, -3.383], [0.084, 0.151, 0.776], [-1.168, 1.042, 0.949], [-0.172, -0.142, -0.154], [0.859, 0.503, -0.186], [-0.122, -0.166, -0.817], [-0.491, -0.239, 0.336], [-0.649, -0.589, -0.255], [-0.266, -1.775, -0.398], [1.819, -0.128, 0.699], [-0.413, -0.158, -0.403], [-0.334, 1.689, 0.400], [-1.160, 0.684, -0.096], [-0.089, -0.555, -0.550], [0.394, -0.176, 0.840]]
}